{
  "formula": "C12H40N8O8",
  "method": "wB97M-V/def2-TZVPD",
  "species": ["N", "C", "N", "O", "H", "H", "H", "H", "N", "C", "N", "O", "H", "H", "H", "H", "N", "C", "N", "O", "H", "H", "H", "H", "N", "C", "N", "O", "H", "H", "H", "H", "C", "C", "O", "H", "H", "H", "H", "H", "H", "C", "C", "O", "H", "H", "H", "H", "H", "H", "C", "C", "O", "H", "H", "H", "H", "H", "H", "C", "C", "O", "H", "H", "H", "H", "H", "H"],
  "xyz": [[-5.364, -0.102, 9.964], [-4.093, 0.386, 9.939], [-3.136, -0.577, 10.146], [-3.827, 1.556, 9.694], [-6.110, 0.540, 9.771], [-5.542, -0.964, 10.445], [-2.379, -0.349, 10.767], [-3.478, -1.523, 10.153], [3.798, 0.467, 10.606], [3.063, 1.283, 9.787], [1.947, 0.681, 9.264], [3.395, 2.419, 9.521], [4.677, 0.773, 10.977], [3.499, -0.467, 10.814], [1.734, -0.278, 9.457], [1.361, 1.307, 8.726], [-0.906, 1.909, 9.567], [-0.800, 2.363, 8.296], [-1.951, 2.414, 7.573], [0.260, 2.740, 7.770], [-1.858, 1.740, 9.864], [-0.095, 1.878, 10.156], [-2.851, 2.209, 7.979], [-1.863, 2.787, 6.645], [1.741, 2.483, 5.280], [1.089, 2.198, 4.118], [-0.194, 1.747, 4.328], [1.553, 2.334, 3.001], [2.740, 2.538, 5.300], [1.200, 2.588, 6.128], [-0.467, 1.341, 5.204], [-0.799, 1.610, 3.540], [1.674, 3.105, 12.338], [0.469, 2.808, 13.207], [0.797, 2.328, 14.502], [1.346, 3.418, 11.341], [2.281, 2.216, 12.166], [2.312, 3.906, 12.711], [-0.119, 2.011, 12.747], [-0.168, 3.697, 13.278], [1.251, 3.022, 14.989], [-1.835, 5.925, 6.676], [-2.541, 6.194, 7.982], [-3.677, 7.053, 7.723], [-2.544, 5.689, 5.879], [-1.174, 5.075, 6.847], [-1.342, 6.827, 6.319], [-1.888, 6.723, 8.687], [-2.890, 5.300, 8.508], [-4.161, 7.128, 8.550], [-4.640, 0.551, 6.279], [-5.995, 0.131, 5.710], [-6.847, -0.427, 6.703], [-3.989, 0.834, 5.451], [-4.223, -0.316, 6.789], [-4.748, 1.399, 6.956], [-5.786, -0.706, 5.042], [-6.508, 0.926, 5.167], [-7.037, 0.242, 7.367], [-3.669, 3.086, 12.752], [-3.255, 4.234, 11.843], [-4.126, 5.334, 11.979], [-4.675, 2.747, 12.503], [-3.627, 3.392, 13.800], [-3.033, 2.197, 12.679], [-3.272, 3.873, 10.811], [-2.199, 4.484, 12.000], [-3.852, 5.841, 12.748]],
  "lowdin_charge": [0.18, -0.64, 0.16, -0.01, 0.11, 0.11, 0.10, 0.10, 0.14, -0.70, 0.16, 0.04, 0.10, 0.09, 0.09, 0.05, 0.19, -0.64, 0.19, -0.02, 0.05, 0.08, 0.06, 0.09, 0.16, -0.69, 0.14, 0.02, 0.10, 0.04, 0.07, 0.09, -0.08, -0.33, -0.08, 0.07, 0.06, 0.08, 0.10, 0.10, 0.08, -0.08, -0.31, -0.09, 0.08, 0.05, 0.08, 0.11, 0.09, 0.07, -0.09, -0.31, -0.09, 0.07, 0.08, 0.06, 0.11, 0.11, 0.06, -0.09, -0.34, -0.06, 0.07, 0.07, 0.06, 0.09, 0.10, 0.09],
  "relative_energy_kcal_mol": 7.4,
  "smiles": "NC(N)=O.NC(N)=O.NC(N)=O.NC(N)=O.CCO.CCO.CCO.CCO",
  "total_energy_ha": -1521.30379,
  "lumo_ha": -0.005,
  "e_homo_ev": -9.090
}